Density functional theory data (ωB97M-V/def2-TZVPD) for a structure of composition C17H27FLuNO2P2.

Each line ends with the Löwdin charge.
CARTESIAN COORDINATES (ANGSTROEM)
Lu 0.13 -0.23 0.64  1.51
P -2.54 0.82 1.27  0.79
C -3.01 -0.88 1.14  -0.33
C -2.53 -1.68 0.03  -0.36
N -1.27 -1.44 -0.60  -0.11
C -0.97 -2.04 -1.78  -0.36
C -1.83 -2.96 -2.34  -0.05
C -2.97 -3.37 -1.65  -0.02
C -3.25 -2.79 -0.43  -0.03
C 0.23 -1.76 -2.66  -0.25
P 1.73 -1.09 -1.89  0.96
H -4.07 -3.13 0.22  0.14
H -1.57 -3.34 -3.32  0.12
H -3.65 -4.10 -2.10  0.13
H 0.51 -2.71 -3.14  0.11
H -0.07 -1.05 -3.45  0.13
H -0.55 -1.77 3.03  0.06
H -3.42 -1.46 1.97  0.08
H 5.18 -0.28 2.39  0.04
O 0.26 -1.50 2.64  -0.10
H 0.94 -1.97 3.18  0.12
H 0.91 -0.02 -1.13  -0.03
O 4.52 -0.50 1.75  -0.05
H 3.68 -0.81 2.11  0.01
C 2.92 -2.37 -1.42  -0.16
H 3.36 -2.91 -2.26  0.10
H 3.73 -1.90 -0.84  0.07
H 2.46 -3.12 -0.76  0.07
C 2.54 0.13 -2.92  -0.19
H 3.00 0.84 -2.23  0.07
H 3.32 -0.30 -3.56  0.08
H 1.82 0.68 -3.52  0.08
C -3.99 1.40 0.29  -0.24
H -4.93 1.26 0.83  0.07
H -3.91 2.43 -0.05  0.05
H -4.07 0.76 -0.59  0.05
C -2.80 1.28 3.05  -0.25
H -2.46 2.33 3.19  0.05
H -3.84 1.21 3.41  0.06
H -2.17 0.66 3.71  0.04
F 2.05 5.90 0.74  0.06
C 1.83 4.54 0.73  -0.24
C 1.96 3.81 1.91  0.01
C 1.73 2.42 1.87  -0.15
C 1.22 1.83 0.73  -0.36
C 1.27 2.55 -0.46  -0.18
C 1.52 3.93 -0.47  0.00
H 2.30 4.32 2.80  0.13
H 2.02 1.82 2.75  0.09
H 1.20 2.06 -1.44  0.06
H 1.52 4.50 -1.40  0.13

E_tot = -78549.8970 eV
Energy relative to the best compared isomer or geometry (same formula, charge and spin) = 217.4 kJ/mol
Spin multiplicity = 1
Total charge = +2
Max |F| = 4.28 eV/Å
Lowest unoccupied orbital energy (spin up / spin down) = -8.16 / -8.16 eV
Frontier orbital gap (spin up / spin down) = 4.5 / 4.5 eV